184
Properties=species:S:1:pos:R:3:forces:R:3:lowdin_charge:R:1 method="wB97M-V/def2-TZVPD" homo_lumo_gap_ev=8.43 max_force_ev_per_a=3.1 charge=0 lumo_ev=0.19
C -9.662 -26.105 -1.721 -1.4 -0.5 -1.7 -0.6688
O -10.564 -26.113 -2.570 0.1 -0.4 0.4 -0.0187
N -9.205 -27.208 -1.067 -0.2 0.9 -0.2 0.1776
N -8.996 -24.977 -1.448 1.2 0.5 1.3 0.1729
H -9.716 -28.067 -1.139 0.2 0.0 0.1 0.1100
H -8.410 -27.017 -0.484 0.2 -0.8 0.3 0.0685
H -8.485 -25.000 -0.581 0.2 0.4 0.0 0.0845
H -9.316 -24.083 -1.752 -0.5 0.1 -0.3 0.1121
C -1.030 -19.015 -3.508 -0.1 0.7 0.7 -0.7514
O -1.409 -17.864 -3.599 -0.3 0.7 0.0 0.0247
N -0.923 -19.844 -4.537 -0.1 1.2 -2.9 0.1883
N -0.676 -19.587 -2.353 0.6 -0.4 2.4 0.1669
H -1.359 -19.443 -5.351 0.1 -0.2 -0.2 0.1153
H -1.033 -20.798 -4.432 -0.1 -2.0 0.4 0.0319
H -0.084 -20.421 -2.330 -0.3 0.6 0.0 0.0806
H -0.673 -18.945 -1.563 0.2 -0.5 -0.3 0.1145
C -5.892 -19.873 -5.660 0.6 -0.6 -0.6 -0.5548
O -5.794 -19.682 -4.427 -0.3 -0.4 -1.8 -0.0368
N -6.371 -18.886 -6.516 0.4 -0.9 0.1 0.1460
N -5.524 -21.072 -6.279 -0.9 2.6 0.2 0.1864
H -6.092 -18.932 -7.492 -0.2 0.0 0.5 0.0985
H -6.408 -17.968 -6.117 0.0 0.2 0.1 0.0946
H -5.049 -21.704 -5.695 0.5 -1.2 0.8 0.0402
H -5.514 -21.297 -7.278 -0.3 0.3 0.7 0.0864
C -5.484 -19.691 -1.069 -0.3 -0.5 0.2 -0.6808
O -5.291 -19.717 0.152 -0.4 0.2 -0.6 -0.0178
N -6.649 -20.103 -1.669 -0.5 -0.1 1.3 0.1571
N -4.503 -19.337 -1.936 0.8 0.4 1.4 0.1778
H -6.783 -19.806 -2.620 -0.3 0.0 -0.2 0.0602
H -7.445 -20.169 -1.018 0.7 0.1 -0.8 0.1211
H -4.591 -19.319 -2.927 -0.4 0.2 -0.6 0.0498
H -3.834 -18.754 -1.457 0.3 -0.1 -0.5 0.1078
C -11.870 -23.198 -4.528 1.6 1.6 0.1 -0.6389
O -11.880 -22.038 -4.985 -0.6 -0.6 -0.1 -0.0206
N -12.706 -23.510 -3.502 0.0 -0.1 -0.4 0.1634
N -10.904 -24.083 -4.886 0.4 -1.4 0.4 0.1675
H -12.845 -24.441 -3.147 0.0 0.1 0.0 0.0972
H -13.315 -22.739 -3.293 -0.3 -0.3 0.2 0.1033
H -10.074 -23.754 -5.405 -1.0 0.3 0.4 0.0892
H -10.721 -24.847 -4.221 -0.2 0.3 -0.4 0.0616
C -6.027 -25.586 -3.572 -0.2 -0.3 0.6 -0.0033
C -5.892 -24.163 -4.095 0.7 -0.1 0.5 -0.5165
C -6.035 -23.146 -2.982 0.1 -0.2 0.5 -0.1176
C -4.825 -23.130 -2.047 0.5 0.4 -0.1 -0.1465
C -3.574 -22.814 -2.892 -1.4 0.7 -0.7 -0.1021
C -3.364 -23.762 -4.087 -0.2 0.2 -0.4 -0.4638
N -4.646 -23.815 -4.803 0.0 0.0 -1.2 -0.0394
O -4.492 -24.641 -5.996 -0.1 1.0 1.1 -0.0524
C -2.358 -23.057 -5.024 1.0 -0.7 0.7 -0.0102
C -2.803 -25.130 -3.690 -0.4 0.3 0.4 0.0026
C -7.001 -24.022 -5.048 -1.3 -1.4 -1.3 -0.0336
H -5.433 -25.817 -2.701 0.4 -0.1 0.2 0.0514
H -5.861 -26.335 -4.317 0.6 -0.5 -0.7 0.0780
H -7.064 -25.791 -3.314 -0.1 0.3 0.3 0.0794
H -6.156 -22.153 -3.434 -0.1 -0.1 0.2 0.1056
H -6.956 -23.426 -2.456 0.1 0.3 0.1 0.1107
H -4.623 -24.107 -1.615 -0.4 -0.3 0.5 0.0823
H -4.983 -22.378 -1.235 0.3 -0.7 -0.7 0.0977
H -2.646 -22.747 -2.356 0.3 0.1 0.4 0.0950
H -3.841 -21.837 -3.338 0.6 -0.1 0.1 0.1151
H -2.720 -22.115 -5.362 -0.6 0.8 -0.3 0.0663
H -1.447 -22.853 -4.444 -0.1 0.0 0.1 0.0680
H -1.985 -23.606 -5.889 -0.5 -0.4 0.0 0.0698
H -1.759 -24.979 -3.556 1.0 0.0 0.6 0.0600
H -3.243 -25.562 -2.781 0.1 0.2 -0.2 0.0746
H -2.862 -25.842 -4.491 -0.3 -0.4 -0.4 0.0531
H -6.777 -24.666 -5.895 0.1 0.3 -0.5 0.0793
H -7.255 -23.044 -5.372 -0.1 0.9 -0.2 0.0671
H -7.881 -24.556 -4.685 -0.3 0.6 0.4 0.0839
H -4.372 -25.519 -5.628 0.2 -0.9 -0.4 0.0349
C -2.867 -26.204 -10.411 -0.3 1.1 0.2 -0.0297
C -1.626 -25.307 -10.207 -0.9 0.1 -0.2 -0.4847
C -1.673 -24.651 -8.807 -1.1 -0.6 0.3 -0.1331
C -0.388 -23.933 -8.472 0.0 0.4 0.5 -0.1721
C 0.726 -24.968 -8.500 -0.3 0.3 0.2 -0.1457
C 0.804 -25.776 -9.801 1.4 1.4 0.2 -0.4866
N -0.538 -26.266 -10.126 1.2 -0.7 -1.0 -0.0788
O -0.436 -26.986 -11.377 -0.2 0.4 0.4 -0.0347
C 1.489 -24.921 -10.939 -0.4 -0.8 0.3 -0.0101
C 1.763 -26.930 -9.489 -1.2 -1.6 -0.7 -0.0356
C -1.614 -24.261 -11.397 0.5 -0.7 0.2 -0.0062
H -2.856 -26.599 -11.406 0.0 -0.4 -0.5 0.0712
H -3.804 -25.640 -10.309 0.2 0.1 0.1 0.0749
H -2.862 -27.013 -9.704 0.0 -0.4 0.3 0.0753
H -2.596 -24.057 -8.693 0.4 0.2 -0.3 0.1206
H -1.835 -25.479 -8.082 0.2 0.2 -0.3 0.1248
H -0.388 -23.478 -7.456 -0.3 -0.2 -0.6 0.0992
H -0.291 -23.110 -9.178 0.5 0.1 -0.1 0.1042
H 0.491 -25.614 -7.648 0.1 -0.4 -0.2 0.0985
H 1.714 -24.572 -8.255 -0.1 0.2 -0.3 0.1109
H 2.565 -24.982 -10.816 0.2 0.0 0.0 0.0823
H 1.252 -25.363 -11.900 0.2 -0.2 -0.2 0.0675
H 1.223 -23.885 -11.056 -0.3 0.5 0.5 0.0626
H 2.111 -27.454 -10.397 -0.2 0.3 0.3 0.0917
H 2.616 -26.709 -8.879 0.5 0.8 0.1 0.0783
H 1.200 -27.652 -8.889 0.0 -0.1 -0.2 0.0775
H -1.440 -24.686 -12.404 0.5 -0.2 0.5 0.0841
H -0.945 -23.408 -11.259 -0.1 -0.2 0.0 0.0681
H -2.617 -23.924 -11.546 -0.8 0.6 0.4 0.0687
H -0.395 -26.290 -12.060 0.0 -0.4 0.2 0.0656
C 2.328 -22.876 -5.550 0.6 0.8 -0.6 -0.0184
C 2.345 -23.839 -4.358 0.7 -0.1 0.1 -0.5116
C 3.657 -24.620 -4.179 1.0 0.2 -0.6 -0.1282
C 4.822 -23.806 -3.594 -0.3 0.7 -0.3 -0.1735
C 4.407 -23.297 -2.207 0.2 0.6 -1.3 -0.1288
C 3.100 -22.459 -2.349 1.0 1.4 1.1 -0.5088
N 2.110 -23.149 -3.103 -1.8 -1.5 0.6 -0.0829
O 0.900 -22.392 -3.198 0.0 0.1 0.1 -0.0533
C 2.631 -22.254 -0.852 0.3 -0.8 -0.5 -0.0218
C 3.438 -21.076 -2.934 -0.9 1.0 -0.5 -0.0328
C 1.297 -24.912 -4.645 -0.1 -1.2 -0.2 -0.0373
H 3.161 -22.155 -5.609 0.0 -0.5 0.4 0.0732
H 1.444 -22.216 -5.515 0.1 -0.7 -0.1 0.0860
H 2.400 -23.422 -6.500 -0.4 0.0 0.2 0.0709
H 3.464 -25.497 -3.536 0.0 0.3 -0.1 0.1271
H 3.965 -25.014 -5.167 -0.3 0.1 0.4 0.1272
H 5.130 -22.958 -4.234 -0.8 0.0 0.1 0.1107
H 5.742 -24.362 -3.656 0.3 -0.7 0.7 0.0985
H 5.191 -22.665 -1.741 -0.5 -0.3 -0.2 0.1267
H 4.224 -24.141 -1.575 -0.2 -0.6 0.6 0.1036
H 3.481 -21.855 -0.271 -0.4 -0.1 -0.2 0.0850
H 1.752 -21.623 -0.690 0.2 0.0 -0.3 0.0681
H 2.394 -23.263 -0.464 0.1 0.4 0.0 0.0789
H 3.779 -21.000 -3.968 0.3 -0.8 0.0 0.0616
H 2.532 -20.422 -3.022 0.6 -0.5 0.7 0.0904
H 4.209 -20.614 -2.334 0.0 0.4 0.3 0.0766
H 0.525 -24.507 -5.294 -0.5 0.0 0.3 0.0631
H 0.892 -25.481 -3.772 0.2 1.0 -0.4 0.0886
H 1.773 -25.716 -5.251 -0.2 0.6 0.2 0.0867
H 0.259 -22.851 -2.622 0.3 -0.1 0.1 0.0598
C -3.303 -21.805 0.897 0.0 1.1 -0.2 -0.1256
O -2.008 -22.401 0.955 0.4 -0.5 0.3 -0.1380
H -3.320 -21.095 0.056 -0.3 -0.4 0.1 0.0610
H -4.016 -22.618 0.742 0.0 0.3 0.2 0.0785
H -3.532 -21.185 1.791 0.0 -0.7 -0.4 0.0969
H -1.393 -21.809 1.392 0.0 0.1 0.0 0.0905
C -5.538 -26.863 -0.070 1.0 0.3 1.3 -0.1477
O -6.593 -25.931 -0.134 -0.1 0.6 -0.6 -0.1496
H -5.372 -27.073 1.000 0.2 0.1 -0.3 0.0937
H -5.770 -27.820 -0.507 -0.3 -0.2 -0.7 0.0605
H -4.603 -26.432 -0.481 -0.4 -0.4 0.1 0.0819
H -6.358 -25.267 -0.806 -0.3 -0.3 0.2 0.0547
C -0.250 -27.928 -5.078 -0.9 -1.2 1.9 -0.2128
O 0.444 -27.870 -6.251 0.0 0.5 -2.1 -0.1109
H 0.450 -27.918 -4.228 -0.3 -0.2 -0.3 0.0902
H -0.941 -27.118 -4.956 -0.3 0.9 0.2 0.0489
H -0.911 -28.826 -5.063 0.5 0.1 0.4 0.0879
H -0.260 -27.669 -6.899 0.9 -0.2 -0.1 0.0859
C -0.324 -24.871 -0.772 0.2 -0.7 0.4 -0.1498
O -0.802 -23.634 -1.228 -0.2 0.4 0.3 -0.1596
H -1.015 -25.682 -1.002 -0.1 -0.1 -0.2 0.0654
H 0.630 -25.075 -1.251 0.1 -0.1 -0.1 0.0667
H -0.186 -24.910 0.318 0.1 0.3 -0.2 0.0901
H -1.293 -23.236 -0.479 0.0 0.3 -0.3 0.0474
C -9.588 -27.365 -6.457 0.0 0.3 1.8 -0.1652
O -8.465 -26.828 -7.100 0.8 -0.4 -0.4 -0.1245
H -10.039 -28.246 -6.874 -0.1 -0.4 -0.9 0.0679
H -9.282 -27.712 -5.449 -0.1 0.6 -0.4 0.0883
H -10.299 -26.554 -6.377 -0.7 -0.1 0.4 0.0652
H -8.724 -26.661 -8.004 0.1 0.2 -0.4 0.0713
C -4.759 -27.700 -7.088 -0.2 -0.6 1.0 -0.1042
O -3.850 -27.418 -6.004 0.0 0.3 0.0 -0.1683
H -5.812 -27.698 -6.778 0.1 0.2 0.2 0.0680
H -4.642 -26.891 -7.809 0.3 -0.4 -0.1 0.0716
H -4.572 -28.713 -7.471 0.2 0.5 -0.4 0.0855
H -3.891 -28.023 -5.239 -0.5 0.0 -0.5 0.0611
C -3.464 -28.901 -2.053 1.0 -0.4 0.2 -0.1507
O -4.071 -29.136 -3.287 -0.9 0.7 -1.2 -0.1084
H -4.167 -29.012 -1.239 -0.1 0.0 0.2 0.0610
H -2.645 -29.600 -1.936 0.2 -0.3 0.4 0.0856
H -2.995 -27.923 -2.041 -0.2 0.4 0.0 0.0676
H -3.869 -30.000 -3.631 0.2 -0.4 0.1 0.0810
C -9.495 -21.673 -7.415 0.3 -0.2 0.5 -0.1292
O -9.397 -21.887 -5.993 -0.4 0.5 -1.2 -0.1737
H -9.293 -20.628 -7.684 -0.2 -0.1 0.1 0.0756
H -8.751 -22.278 -7.913 0.4 -0.2 0.0 0.0474
H -10.466 -22.009 -7.793 0.0 0.3 0.1 0.0828
H -10.304 -21.647 -5.702 0.2 -0.3 0.6 0.0285
C -6.390 -23.750 -8.990 1.7 0.7 -1.2 -0.1326
O -5.374 -23.081 -8.242 0.0 -0.8 0.7 -0.1633
H -5.878 -24.401 -9.703 -0.2 -0.5 0.0 0.0614
H -7.100 -24.308 -8.412 -0.5 0.0 0.4 0.0626
H -6.789 -22.978 -9.645 -0.7 0.0 0.3 0.0812
H -5.019 -23.728 -7.587 -0.2 0.6 -0.2 0.0499